(1)
2 unconnected molecules or ions with the total composition C7H6F3NOS at a distorted geometry. Source: the Open Molecules 2025 dataset; level of theory: the ωB97M-V functional and the def2-TZVPD basis.

Structure (XYZ):
```
19
Properties=species:S:1:pos:R:3:forces:R:3
C -1.62430 -0.81354 -1.12514 0.1 1.7 3.0
C -3.18382 -1.04611 0.39087 2.5 1.8 1.0
C -1.21046 0.15863 -0.24084 0.0 0.6 0.2
C 2.09826 1.01887 1.50520 0.9 0.4 0.4
C 1.54801 0.39156 0.47286 -3.3 2.9 0.1
C -0.18079 1.22185 -0.28290 3.4 0.5 2.0
C 1.81876 -0.93027 -0.08011 -0.6 -1.0 1.0
N -2.71274 -1.48127 -0.69217 -0.6 -1.1 -1.9
O 0.16827 1.79298 -1.45620 -0.4 1.3 -0.6
F 1.08883 -1.85856 0.62695 0.7 0.2 0.2
F 1.43138 -1.15118 -1.32254 -0.6 0.7 -1.7
F 3.10021 -1.24090 -0.07654 1.1 -0.5 0.7
S -2.18956 0.18670 1.17800 -0.9 -0.6 -1.1
H -1.09313 -1.11628 -1.94346 1.0 -0.6 -2.2
H -4.03492 -1.37621 0.82352 -2.5 -1.1 1.4
H 3.01340 0.79164 2.09805 -0.6 -0.7 -0.9
H 1.75364 1.98399 1.90331 -0.5 -0.4 -0.6
H -0.32590 2.20769 0.36261 0.0 -2.8 -0.6
H 0.53486 1.26043 -2.14147 0.2 -1.2 -0.5
```
Positions in Å, forces in eV/Å.

Properties
LUMO = 0.24 eV
ΔE to the lowest compared entry with this formula, charge and spin = 0.0 kJ/mol
total energy = -1098.0116 a.u.
net charge = 0

(2)
9 unconnected molecules or ions with the total composition C19H59N3O10 at a distorted geometry. Source: the Open Molecules 2025 dataset; level of theory: the ωB97M-V functional and the def2-TZVPD basis.

Structure (XYZ):
```
91
Properties=species:S:1:pos:R:3:forces:R:3
C -2.85592 -0.28768 3.42216 -0.8 1.7 0.4
O -3.04745 -0.01527 2.04066 0.2 0.4 -0.6
C -2.55475 -0.95470 1.06404 2.0 1.0 1.6
C -2.57767 -0.29649 -0.28282 -0.9 1.7 -0.5
C -2.30980 -1.24248 -1.42574 -0.4 0.4 0.0
N -1.78162 0.98425 -0.39579 0.3 -1.0 0.4
H -1.79519 -0.45342 3.64202 -0.2 -0.4 0.1
H -3.55741 -1.06890 3.74882 0.5 -0.2 0.1
H -3.17061 0.68430 3.99489 0.6 -1.9 -1.1
H -1.44208 -1.17243 1.27935 -1.5 -0.2 0.0
H -3.19440 -1.82158 1.12206 0.1 -0.7 -0.3
H -3.57144 0.06637 -0.42237 -1.1 0.1 0.1
H -2.86848 -2.15746 -1.21938 0.0 0.0 -0.4
H -1.26554 -1.44158 -1.39115 1.0 -0.6 -0.4
H -2.58376 -0.80390 -2.41194 0.2 -0.3 0.7
H -1.70974 1.43294 0.52553 -0.2 -0.3 -0.3
H -0.82464 0.71618 -0.62966 0.0 0.1 0.1
C 4.09452 1.40956 0.37755 1.2 -1.8 1.4
O 3.44498 1.71687 1.58007 -0.5 -0.6 0.9
C 2.77870 0.60802 2.20793 -0.6 -0.4 0.5
C 2.65402 0.84340 3.75597 -0.3 0.7 -1.3
C 4.08446 0.84261 4.34529 -0.3 0.0 -0.7
N 1.65194 -0.07243 4.30771 1.5 -2.3 0.6
H 4.70429 2.22556 0.14849 0.7 1.6 -0.7
H 3.42867 1.15886 -0.40171 -0.9 -0.3 -1.0
H 4.83773 0.57094 0.51171 -0.8 0.4 0.0
H 1.77657 0.44553 1.78057 0.1 0.4 0.0
H 3.27790 -0.36632 2.06180 0.4 0.4 -0.2
H 2.17794 1.83449 3.83022 0.5 0.0 0.2
H 4.70661 0.07518 3.83187 -0.3 0.7 0.1
H 4.05161 0.51462 5.36318 0.0 0.2 0.9
H 4.53392 1.85917 4.25097 -0.2 -1.0 0.1
H 2.04377 -0.88082 4.88144 -0.6 1.6 -1.1
H 0.91120 0.35571 4.82592 -0.1 0.4 0.2
C 0.60115 -5.76414 -1.11099 -0.1 0.9 0.7
O 0.82223 -5.94153 0.30443 0.8 0.3 -1.4
C -0.18177 -5.53081 1.16766 -1.0 -0.5 1.4
C -0.30782 -4.02469 1.56543 0.6 -0.4 2.1
C 1.00026 -3.55123 2.24414 -1.0 0.4 0.5
N -1.42121 -3.93398 2.53377 -0.3 -0.5 0.4
H 1.55678 -5.93435 -1.63404 -0.4 -0.1 0.4
H 0.28693 -4.70806 -1.32159 0.1 -0.8 0.1
H -0.16677 -6.47386 -1.45251 0.2 0.2 0.0
H -1.18843 -5.79531 0.80360 0.1 -0.3 -0.2
H 0.01065 -6.19423 2.07495 -0.5 1.3 -0.7
H -0.58392 -3.42603 0.73787 0.3 0.6 -1.4
H 0.93147 -2.64738 2.89710 -0.5 -0.6 -0.4
H 1.67510 -3.25748 1.48214 1.0 -0.1 -0.8
H 1.40038 -4.36401 2.85493 0.1 0.1 -0.1
H -1.77160 -3.00766 2.78669 0.9 -0.1 -0.3
H -2.24160 -4.37495 2.15063 -0.2 -0.4 -0.1
O -3.74685 3.51602 -1.13711 -1.2 -1.3 1.4
C -3.12182 3.96531 -2.27954 1.0 2.8 1.3
C -3.03627 3.02145 -3.38122 0.2 -1.1 -1.1
O -1.95019 2.11527 -3.10111 -0.4 0.3 -1.5
H -3.22798 2.79879 -0.73878 -0.1 0.1 -0.1
H -3.62876 4.92829 -2.50470 0.3 -0.6 -0.3
H -2.08387 4.19316 -1.93540 -0.3 0.4 -0.9
H -2.85194 3.53287 -4.32556 0.4 0.0 0.0
H -3.97993 2.48670 -3.53058 0.0 -0.2 0.2
H -2.03698 1.84412 -2.19057 0.1 -0.6 1.1
C 3.11411 1.89919 -3.29387 0.9 -1.3 -1.0
O 2.29970 0.75744 -3.62362 0.4 0.7 0.9
H 3.01029 2.66579 -4.05186 -0.1 0.3 -0.2
H 2.90819 2.35368 -2.32855 0.0 -0.2 0.2
H 4.17781 1.54810 -3.35960 -0.9 0.4 0.4
H 1.41477 1.14782 -3.83268 0.6 -0.3 -0.2
C -2.19151 3.15918 3.33617 1.5 -0.1 1.4
O -0.82205 2.77556 3.65464 -0.9 -0.1 0.1
H -2.56346 3.64764 4.24779 0.1 0.1 -0.5
H -2.18518 3.80910 2.49612 -0.2 0.8 -0.7
H -2.83140 2.32685 3.13846 -0.2 -0.6 -0.3
H -0.34126 2.55227 2.85179 -0.2 0.1 -0.3
C 0.91011 3.39297 -0.52603 -1.3 -0.7 0.0
O 0.79657 2.85552 0.82863 -1.4 0.6 -1.9
H 0.29739 2.73486 -1.19479 0.6 0.5 0.4
H 0.46708 4.40686 -0.59567 0.5 -0.4 0.2
H 1.94548 3.37196 -0.88907 -0.3 0.2 0.3
H 1.67538 2.88135 1.13247 1.9 -0.3 1.1
C 0.59490 -2.66602 -3.50073 0.7 0.3 1.3
O 0.89373 -1.69764 -2.46305 -0.2 -0.6 -0.7
H -0.37794 -3.04880 -3.30053 -1.0 -0.2 0.3
H 0.54351 -2.20614 -4.48959 0.6 -0.2 0.0
H 1.26630 -3.53068 -3.34270 0.0 0.4 -0.9
H 1.80629 -1.42154 -2.60629 -0.1 0.4 0.0
C -0.28363 1.01443 -5.52287 0.7 0.8 -1.0
O 0.34743 1.97763 -4.66294 -1.3 0.1 -0.1
H -1.33899 1.03860 -5.43594 -1.1 -0.2 0.7
H -0.14772 1.23587 -6.59443 0.5 0.4 0.4
H 0.12618 0.03144 -5.38303 0.1 -0.5 0.4
H -0.31765 2.20533 -3.96747 0.2 -0.2 -0.6
```
Positions in Å, forces in eV/Å.

Properties
LUMO = 0.70 eV
ΔE to the lowest compared entry with this formula, charge and spin = 0.0 kJ/mol
total energy = -1675.7702 a.u.
net charge = 0

(3)
13 unconnected molecules or ions with the total composition H24NO15 at a distorted geometry. Source: the Open Molecules 2025 dataset; level of theory: the ωB97M-V functional and the def2-TZVPD basis.

Structure (XYZ):
```
40
Properties=species:S:1:pos:R:3:forces:R:3
N 18.50000 2.62600 15.08500 0.9 1.9 -0.7
O 18.87000 1.96600 16.03000 0.8 0.0 1.5
O 18.78100 3.88600 14.99200 -0.3 -1.3 0.6
O 17.89700 2.07800 14.17900 -1.5 -0.3 -1.3
O 18.64000 4.05100 18.13600 1.7 0.0 4.4
H 19.47500 4.52800 18.37000 -1.3 -0.3 -0.7
H 18.50200 4.15000 17.24200 -0.2 0.5 -3.6
O 20.14500 2.29800 11.49600 -1.5 2.3 2.0
H 19.57100 3.04800 12.02000 2.0 -2.4 -1.9
H 20.78000 1.95400 12.14900 -0.5 0.2 -0.3
O 20.81200 2.11500 18.90000 -2.1 1.1 -0.9
H 19.97900 2.64600 18.67800 1.3 -0.7 0.6
H 21.22800 2.43200 19.68500 0.2 0.4 0.7
O 17.54800 6.59000 15.58000 -0.7 0.1 0.1
H 16.61900 6.32000 15.63600 0.2 0.2 0.2
H 17.88800 5.92400 14.98300 0.5 -0.3 -0.2
O 21.79000 3.09000 15.70500 1.7 -10.5 7.4
H 20.91000 2.74400 15.99600 1.0 0.3 -0.3
H 21.60400 3.74300 15.25100 -2.8 10.2 -7.2
O 15.00000 3.22300 15.84500 4.8 -0.9 -4.2
H 15.53800 2.36500 15.90800 -1.3 1.3 0.2
H 14.38500 3.21300 16.47500 -3.7 -0.3 4.0
O 16.28400 0.77900 16.36200 -1.4 -0.7 -2.4
H 16.31600 0.95000 17.28200 1.3 0.6 0.9
H 16.97900 1.04600 15.72200 0.3 -0.2 1.4
O 15.72900 2.64700 12.14700 3.0 -1.2 1.7
H 14.88400 2.95500 12.38300 -1.6 0.5 0.8
H 16.22200 2.41000 13.02800 -1.4 0.8 -2.4
O 18.82600 4.74400 12.39600 -0.9 -0.4 2.2
H 17.96700 5.04800 12.11000 -0.3 0.2 -1.0
H 18.51600 4.46300 13.32700 1.3 0.1 -1.2
O 20.94200 0.14200 17.32900 1.9 3.2 -2.8
H 20.86100 1.07700 17.80200 0.5 -2.7 -1.0
H 21.42500 0.40500 16.40400 -1.6 -1.0 3.4
O 18.87600 -0.31400 12.70300 5.6 4.8 -3.5
H 18.26600 -0.78100 13.05400 -6.1 -6.6 3.8
H 18.43500 0.49300 12.94500 0.7 1.8 -0.3
O 19.12800 -1.21400 16.08600 4.1 1.1 -2.1
H 19.67400 -0.43300 16.45500 -1.1 -1.7 -0.3
H 18.36400 -1.24700 16.55000 -3.7 0.0 2.2
```
Positions in Å, forces in eV/Å.

Properties
LUMO = 2.41 eV
ΔE to the lowest compared entry with this formula, charge and spin = 329.1 kJ/mol
total energy = -1197.6360 a.u.
net charge = -1

(4)
A molecular structure, C16H41CdN2O3P2S5. Source: the Open Molecules 2025 dataset; level of theory: the ωB97M-V functional and the def2-TZVPD basis.

Structure (XYZ):
```
70
Properties=species:S:1:pos:R:3:forces:R:3
Cd 0.39457 -0.19249 0.05120 0.0 -0.2 0.4
C 2.62955 -1.61600 4.29338 0.0 0.0 0.0
C 1.58084 -1.21180 3.26426 0.0 0.1 0.0
S 2.10431 0.10500 2.20328 0.0 0.1 0.0
C 0.39822 -1.86517 3.20778 0.0 0.0 0.0
C 0.09962 -3.00265 4.16406 0.0 0.0 0.0
S -0.89776 -1.59548 2.03839 0.0 0.0 -0.1
H 3.48816 -0.95210 4.21669 0.0 0.0 0.0
H 2.98501 -2.64147 4.13364 0.0 0.0 0.0
H 2.25225 -1.56213 5.32141 0.0 0.0 0.0
H 0.71360 -2.98535 5.06712 0.0 0.0 0.0
H 0.25625 -3.97127 3.67273 0.0 0.0 0.0
H -0.95203 -2.97135 4.45655 0.0 0.0 0.0
C 0.31570 3.06127 -6.72585 0.0 0.0 0.0
C 0.94822 3.30049 -5.36972 0.0 0.0 0.0
O 1.70626 2.15688 -4.98359 0.0 0.0 0.0
P 1.19291 1.29361 -3.68041 -0.1 -0.1 0.1
S 2.48524 -0.17639 -3.48487 0.0 0.1 -0.1
S -0.75068 0.95473 -3.81471 0.1 0.0 0.0
O 1.36190 2.40452 -2.50857 0.0 0.0 -0.1
C 2.65392 2.93096 -2.20797 0.0 0.0 0.1
C 2.85004 2.92085 -0.70693 0.0 0.0 0.0
H -0.15695 3.97554 -7.09745 0.0 0.0 0.0
H -0.43820 2.27931 -6.63689 0.0 0.0 0.0
H 1.07276 2.74030 -7.44400 0.0 0.0 0.0
H 0.17562 3.51127 -4.62688 0.0 0.0 0.0
H 1.63772 4.15110 -5.40058 0.0 0.0 0.0
H 2.69779 3.95136 -2.60793 0.0 0.0 0.0
H 3.42529 2.33280 -2.69924 0.0 0.0 0.0
H 2.06522 3.49338 -0.21071 0.0 0.0 0.0
H 3.82283 3.34946 -0.44778 0.0 0.0 0.0
H 2.80359 1.89932 -0.32810 0.0 0.0 0.0
N -0.57164 -2.09156 -1.61896 0.0 0.2 -0.1
C 0.21157 -2.99906 -2.43559 0.0 0.0 0.0
C 1.06992 -3.94590 -1.60002 0.0 0.0 0.0
C 2.27034 -3.30410 -0.90862 0.0 0.0 0.0
N 1.86099 -2.41726 0.15912 0.1 0.2 0.0
H -1.26332 -2.53849 -1.03120 0.0 0.0 0.0
H -0.99105 -1.34383 -2.16129 0.0 -0.1 0.0
H 0.86168 -2.38389 -3.06137 0.0 0.0 0.0
H -0.40883 -3.60667 -3.11645 0.0 0.0 0.0
H 1.43912 -4.73909 -2.26048 0.0 0.0 0.0
H 0.44419 -4.44114 -0.84488 0.0 0.0 0.0
H 2.82429 -2.71463 -1.64539 0.0 0.0 0.0
H 2.94453 -4.11119 -0.57069 0.0 0.0 0.0
H 2.61531 -1.91660 0.61518 0.0 -0.1 0.0
H 1.28013 -2.84924 0.86949 0.0 0.0 0.0
C 0.66608 2.51757 4.48159 0.0 0.0 0.0
S -0.62573 1.50415 3.74082 0.0 0.0 -0.2
C -1.76814 1.61066 5.14620 0.0 0.0 0.0
O -1.25451 2.37160 2.70170 0.0 0.1 0.1
H 1.13947 1.95951 5.29086 0.0 0.0 0.0
H 0.24236 3.46175 4.82899 0.0 0.0 0.0
H 1.39330 2.66794 3.68643 0.0 0.0 0.0
H -1.27523 1.28157 6.06228 0.0 0.0 0.0
H -2.60561 0.95283 4.91860 0.0 0.0 0.0
H -2.10980 2.64386 5.22845 0.0 0.0 0.0
C -4.35404 -1.71585 -0.23572 0.0 0.0 0.0
P -3.19989 -0.27076 -0.24725 0.0 0.0 -0.1
C -3.73552 0.53020 1.31264 0.0 0.0 0.0
C -4.09131 0.78879 -1.46380 0.0 0.0 0.0
H -5.38765 -1.42361 -0.01882 0.0 0.0 0.0
H -4.01304 -2.42339 0.52274 0.0 0.0 0.0
H -4.32270 -2.21519 -1.20683 0.0 0.0 0.0
H -4.80934 0.74884 1.31180 0.0 0.0 0.0
H -3.15619 1.44192 1.46714 0.0 0.0 0.0
H -3.48370 -0.14301 2.13405 0.0 0.0 0.0
H -5.17080 0.81877 -1.27863 0.0 0.0 0.0
H -3.90088 0.42580 -2.47506 0.0 0.0 0.0
H -3.68610 1.80015 -1.40532 0.0 0.0 0.0
```
Positions in Å, forces in eV/Å.

Properties
LUMO (alpha / beta) = 4.27 / 4.26 eV
2S+1 = 2
ΔE to the lowest compared entry with this formula, charge and spin = 0.0 kJ/mol
total energy = -3810.9586 a.u.
⟨S²⟩ = 0.752
net charge = -2

(5)
2 unconnected molecules or ions with the total composition C2H8BNO5 at a distorted geometry. Source: the Open Molecules 2025 dataset; level of theory: the ωB97M-V functional and the def2-TZVPD basis.

Structure (XYZ):
```
17
Properties=species:S:1:pos:R:3:forces:R:3
O -0.20907 -1.16582 -1.64788 2.4 -1.9 1.4
C -0.90160 -0.11775 -1.36680 -0.8 1.9 -0.4
N -0.80559 0.63846 -0.35591 0.8 -0.3 -0.1
C -1.47967 1.93037 -0.33689 0.1 -0.9 3.1
O -2.35009 2.25420 -1.30671 -1.3 0.2 -2.1
H 0.54144 -1.31488 -0.96945 -1.1 -0.2 -1.0
H -1.52473 0.09877 -2.21401 -0.8 0.3 -0.2
H -0.73375 2.66907 -0.16688 1.0 0.7 -0.3
H -2.05107 1.96232 0.61428 0.1 -0.2 -0.5
H -1.91688 2.53574 -2.12322 0.0 -0.1 0.2
O 1.91335 -1.97257 0.10831 -0.4 0.4 1.1
B 1.70436 -1.41056 1.40877 0.5 -1.0 -0.7
O 2.21386 -1.93014 2.56750 0.1 0.8 0.9
O 1.00194 -0.31003 1.66696 -2.9 2.8 -3.4
H 2.31073 -2.85684 0.09929 -0.1 0.5 0.2
H 1.91319 -1.16946 3.16070 0.8 -1.8 -0.4
H 0.37357 0.15912 0.86194 1.6 -1.4 2.2
```
Positions in Å, forces in eV/Å.

Properties
LUMO = 0.48 eV
ΔE to the lowest compared entry with this formula, charge and spin = 0.0 kJ/mol
total energy = -536.9429 a.u.
net charge = 0

(6)
A single C2H3ClO2 molecule at a distorted geometry. Source: the Open Molecules 2025 dataset; level of theory: the ωB97M-V functional and the def2-TZVPD basis.

Structure (XYZ):
```
8
Properties=species:S:1:pos:R:3:forces:R:3
O 0.35273 -1.60003 -0.09392 -1.1 1.1 2.1
C 0.53649 -0.21345 -0.05180 -2.4 0.4 -0.3
Cl 2.14215 0.34746 -0.25025 0.9 -0.2 -0.7
C -0.66808 0.72548 -0.28162 1.6 -1.1 -0.4
O -0.06836 0.47197 0.97248 0.0 -0.6 1.9
H -0.30155 -1.67954 0.68240 1.4 -0.5 -1.6
H -0.31554 1.68702 -0.65593 -1.1 0.0 -0.3
H -1.67784 0.26110 -0.32136 0.8 0.8 -0.7
```
Positions in Å, forces in eV/Å.

Properties
LUMO = 0.71 eV
ΔE to the lowest compared entry with this formula, charge and spin = 183.0 kJ/mol
total energy = -688.6145 a.u.
net charge = 0